Entry 1:
Density functional theory data (ωB97M-V with the def2-TZVPD basis set) for a structure of composition C15H32NO2PSSiTi.

The HOMO energy is -6.18 eV. The value obtained for the maximum force is 3.7 eV Å⁻¹. The total energy is -2674.4452 Ha.

Each line ends with the Löwdin charge.
CARTESIAN COORDINATES (ANGSTROEM)
Ti: 0.47764 0.28026 0.18973  0.6053
Si: -1.17526 -1.91635 0.79113  0.4422
P: 0.45054 -1.78680 -1.41727  0.6595
N: -0.26887 1.32906 -1.05609  -0.1228
H: 2.90128 0.43420 2.30686  0.1283
C: 1.79324 -1.16861 -2.52648  -0.2767
H: 2.00294 -1.92618 -3.29690  0.0376
H: 2.71566 -0.95979 -1.96509  0.0308
H: 1.46974 -0.24284 -3.02397  0.0452
C: 1.03549 -3.49813 -1.08649  -0.2674
H: 1.14324 -4.03149 -2.04223  0.0492
H: 0.30687 -4.03670 -0.46599  0.0110
H: 2.00096 -3.47931 -0.56301  0.0392
C: -0.84301 -2.05744 -2.69305  -0.2528
H: -0.50943 -2.84707 -3.38269  0.0495
H: -1.01190 -1.13205 -3.25955  0.0512
H: -1.77746 -2.36479 -2.20846  0.0295
C: -0.33739 -2.49051 2.40906  -0.3419
H: 0.16728 -1.67721 2.95095  -0.0027
H: 0.37814 -3.29429 2.17163  0.0081
H: -1.13932 -2.89771 3.04996  0.0117
H: -2.46635 -1.28096 1.26159  -0.1111
H: -1.56820 -3.23208 0.17829  -0.0635
C: -1.32939 1.81183 -1.70713  -0.4345
C: -2.43350 3.45172 -3.15606  -0.1211
C: -1.27760 2.96099 -2.56400  -0.0521
C: -2.60503 1.16009 -1.55753  -0.0687
C: -3.74627 1.68471 -2.14826  -0.1226
C: -3.67362 2.82775 -2.95467  -0.1298
H: -2.38440 4.32650 -3.80098  0.0933
H: -0.30326 3.42138 -2.74469  0.0994
H: -2.66005 0.22124 -0.98045  0.0767
H: -4.69795 1.17502 -1.99460  0.0952
H: -4.56573 3.20940 -3.44629  0.0869
C: 3.25453 0.04150 1.34229  -0.5215
O: 2.29524 0.36992 0.32668  -0.3478
C: 4.58339 0.71379 1.03588  -0.0610
H: 5.34587 0.34760 1.73538  0.0770
H: 4.51013 1.80178 1.14063  0.0787
H: 4.90413 0.48525 0.00835  0.0855
C: 3.37889 -1.47043 1.46101  -0.0545
H: 3.62481 -1.89426 0.47708  0.0772
H: 2.43763 -1.93908 1.79297  0.0607
H: 4.16777 -1.71599 2.18645  0.0832
C: -1.18878 1.57813 4.16783  -0.2327
S: -1.64890 1.23802 2.45897  0.9680
C: -2.01316 2.89799 1.88850  -0.2201
O: -0.16547 0.95559 1.88999  -0.6621
H: -2.06757 1.50809 4.83148  0.0693
H: -0.74339 2.58454 4.20299  0.0625
H: -0.42269 0.86246 4.48737  0.0646
H: -1.96542 3.61176 2.72377  0.0594
H: -1.32866 3.20801 1.09435  0.0714
H: -3.02737 2.84149 1.48078  0.0601

Entry 2:
Density functional theory data (ωB97M-V with the def2-TZVPD basis set) for a cluster of 5 separate species, C15H32NO8P in total.

The HOMO energy is -9.17 eV. The value obtained for the maximum force is 4.2 eV Å⁻¹. Its structure (SMILES) is CCON([PH2]=O)C(=O)O.CC(C)=O.CC(C)=O.CC(C)=O.CC(C)=O. The total energy is -1588.6994 Ha.

Each line ends with the Löwdin charge.
CARTESIAN COORDINATES (ANGSTROEM)
C: -0.33269 1.39884 -5.13122  -0.0810
C: 0.99127 1.47240 -4.33619  -0.2143
O: 1.10650 0.35273 -3.44811  -0.2164
N: 0.47902 0.62107 -2.21623  -0.1146
P: -1.04552 -0.26449 -2.12821  0.7520
O: -1.82533 0.11923 -0.95076  -0.3959
C: 1.31797 -0.03566 -1.21553  -0.6468
O: 2.13362 -0.78629 -1.52103  0.2007
O: 1.04996 0.23949 0.06454  0.0988
H: -0.56651 0.34258 -5.22696  0.0503
H: -1.11077 1.83447 -4.49894  0.0472
H: -0.26733 1.87383 -6.10279  0.0789
H: 1.80408 1.36636 -5.05082  0.1141
H: 1.06978 2.43099 -3.82540  0.1143
H: -1.79671 -0.04802 -3.29514  0.0348
H: -0.68640 -1.63535 -2.05713  0.0470
H: 1.27665 1.15900 0.26377  0.1347
C: -0.06957 -1.12685 2.63311  -0.0210
C: 0.42850 -1.38914 4.03312  -0.4973
C: -0.24233 -2.49327 4.80952  -0.0338
O: 1.33062 -0.73673 4.51357  0.0553
H: 0.49628 -0.31434 2.19677  0.0526
H: 0.06239 -2.01740 2.01687  0.0909
H: -1.12431 -0.84720 2.65977  0.0921
H: -0.11820 -3.44415 4.28667  0.0885
H: -1.30211 -2.27307 4.93126  0.0835
H: 0.21114 -2.57116 5.79056  0.0628
C: -1.07379 -1.96550 9.86953  -0.0239
C: -0.98452 -1.58152 8.41229  -0.4926
C: -0.40201 -0.22631 8.09229  -0.0132
O: -1.36233 -2.32755 7.53801  0.0535
H: -1.50873 -2.95932 9.95500  0.0806
H: -0.07745 -1.97700 10.31440  0.0850
H: -1.70734 -1.25590 10.40404  0.0842
H: 0.62284 -0.16413 8.46128  0.0900
H: -1.00723 0.55734 8.55150  0.0856
H: -0.39440 -0.07965 7.01390  0.0743
C: -1.80261 3.17841 -0.01580  -0.0240
C: -1.76819 3.66570 -1.44147  -0.5004
C: -1.14003 5.01682 -1.69105  -0.0247
O: -2.22297 3.00899 -2.35023  0.0505
H: -2.27539 2.20052 0.01960  0.0582
H: -0.78592 3.09164 0.37262  0.0797
H: -2.37425 3.87519 0.60099  0.0870
H: -0.09592 5.00727 -1.37293  0.0823
H: -1.68414 5.78810 -1.14387  0.0840
H: -1.18180 5.24453 -2.75480  0.0798
C: 1.70586 -2.03409 -5.34164  -0.0100
C: 1.72228 -1.60477 -6.78817  -0.4911
C: 2.42930 -2.51134 -7.76648  -0.0246
O: 1.19368 -0.57789 -7.15137  0.0651
H: 1.16912 -1.29797 -4.73895  0.0502
H: 1.20474 -2.99994 -5.24791  0.0906
H: 2.72807 -2.11019 -4.96718  0.0967
H: 1.95677 -3.49482 -7.77209  0.0846
H: 3.48044 -2.60973 -7.49083  0.0852
H: 2.36587 -2.08478 -8.76574  0.0804

Entry 3:
Density functional theory data (ωB97M-V with the def2-TZVPD basis set) for a structure of composition C15H32O29S7.

The HOMO energy is -9.80 eV. The value obtained for the maximum force is 5.3 eV Å⁻¹. The energy above the lowest of the compared OMol25 structures with the same formula, charge and spin comes out at 56.5 kJ/mol. The total energy is -5559.7835 Ha.

Each line ends with the Löwdin charge.
CARTESIAN COORDINATES (ANGSTROEM)
C: -4.34910 1.02425 -3.07859  -0.1325
O: -3.17678 1.12809 -2.29675  -0.1832
H: -4.08700 1.16981 -4.11637  0.0811
H: -4.86573 0.10095 -2.79699  0.0860
H: -4.96938 1.88990 -2.79067  0.0778
H: -2.80727 2.02582 -2.47557  0.0773
C: -1.67499 -5.14877 -3.66724  -0.1426
C: -2.12713 -4.95859 -2.27595  -0.1226
O: -1.71219 -3.60114 -1.91978  -0.1815
S: -1.79771 -2.72663 -3.20268  0.5426
O: -0.66287 -1.95122 -3.43294  -0.2021
O: -2.93357 -1.86755 -3.13514  -0.2143
O: -2.00279 -3.88234 -4.28189  -0.1652
H: -2.11077 -5.85981 -4.32570  0.1330
H: -0.61559 -5.30371 -3.76166  0.1338
H: -1.72971 -5.66687 -1.55273  0.1412
H: -3.20067 -4.85849 -2.07605  0.1465
C: 3.88122 -2.90385 1.19749  -0.0947
C: 4.64285 -3.17297 2.46322  -0.1710
O: 5.44507 -2.03300 2.67636  -0.1712
S: 4.77650 -0.72681 2.11748  0.5394
O: 5.69054 -0.02300 1.31560  -0.2095
O: 4.19753 0.04979 3.11444  -0.2161
O: 3.58338 -1.44835 1.33532  -0.1836
H: 3.01634 -3.53573 0.94624  0.1024
H: 4.57984 -3.03708 0.36056  0.1377
H: 5.30137 -4.00352 2.58506  0.1373
H: 3.98714 -3.21377 3.34380  0.1334
C: 0.09393 -3.52061 3.40141  -0.1146
C: -0.94976 -4.59256 3.24814  -0.0977
O: -0.18204 -5.71916 2.70546  -0.1850
S: 1.33859 -5.42397 2.57484  0.5443
O: 1.65567 -5.01743 1.24247  -0.2455
O: 2.16371 -6.47142 3.03826  -0.2106
O: 1.31789 -4.29462 3.67461  -0.1902
H: -0.06510 -2.81011 4.17339  0.1344
H: 0.28217 -3.03713 2.39762  0.1237
H: -1.69085 -4.36396 2.47904  0.1195
H: -1.37736 -4.97659 4.12365  0.1183
C: -2.45752 3.28544 1.12571  -0.1037
C: -3.98194 2.85515 1.13602  -0.0541
O: -4.67196 4.03691 0.56660  -0.1584
S: -3.62364 4.70010 -0.31965  0.4192
O: -3.92946 6.03561 -0.58583  -0.1939
O: -3.39627 3.96870 -1.48780  -0.2026
O: -2.47005 4.66769 0.64515  -0.1640
H: -1.79139 2.73343 0.48016  0.0892
H: -2.06142 3.35500 2.12628  0.1327
H: -4.25423 2.58767 2.09882  0.1073
H: -4.16040 2.09588 0.35091  0.1336
C: -0.02148 4.45944 -2.22890  -0.0916
C: 1.45535 4.85883 -2.40456  -0.1236
O: 2.22554 3.62810 -2.22964  -0.1730
S: 1.41271 2.55350 -3.03571  0.5411
O: 1.65205 1.27800 -2.51646  -0.1982
O: 1.61382 2.69729 -4.45204  -0.2209
O: 0.00016 3.05694 -2.63376  -0.1905
H: -0.67581 4.98053 -2.89442  0.1311
H: -0.39135 4.57564 -1.23140  0.0960
H: 1.75137 5.55396 -1.67311  0.1109
H: 1.64197 5.34954 -3.34188  0.1264
C: 3.87703 3.23441 1.75581  -0.0105
C: 2.86941 2.69531 2.83983  -0.0804
O: 1.74106 3.66937 2.69240  -0.1930
S: 1.43542 3.88954 1.19159  0.4478
O: 1.09018 5.20094 1.04497  -0.1773
O: 0.48755 2.96737 0.73060  -0.2128
O: 2.86837 3.56261 0.64994  -0.2180
H: 4.49529 2.46209 1.32788  0.1098
H: 4.36151 4.20295 1.90646  0.1342
H: 3.20654 2.65337 3.86594  0.1308
H: 2.44460 1.74914 2.51881  0.1110
C: 0.12044 -0.85028 -0.72583  -0.0726
C: -1.04729 0.11570 -1.00128  -0.1079
O: -2.18615 -0.47996 -0.19977  -0.1949
S: -1.59525 -1.10849 1.11887  0.4881
O: -2.10161 -2.40002 1.25670  -0.2228
O: -1.66393 -0.21981 2.23001  -0.2373
O: -0.10653 -1.18934 0.72145  -0.2093
H: 0.96915 -0.21838 -0.82507  0.0979
H: 0.13873 -1.77412 -1.29351  0.1030
H: -1.44658 0.21482 -2.04791  0.1202
H: -0.68935 1.07156 -0.58020  0.1049

Entry 4:
Density functional theory data (ωB97M-V with the def2-TZVPD basis set) for a structure of composition C15H33CdN4SSi3.

The HOMO energy is -11.17 eV. The value obtained for the maximum force is 0.2 eV Å⁻¹. The total charge is +1. The energy above the lowest of the compared OMol25 structures with the same formula, charge and spin comes out at 0.0 kJ/mol. The total energy is -2244.7204 Ha.

Each line ends with the Löwdin charge.
CARTESIAN COORDINATES (ANGSTROEM)
Cd: -0.09152 0.69707 0.43439  1.2133
C: 0.46983 -2.24780 -1.34363  -0.1896
Si: 1.89540 -1.75336 -0.20486  0.3347
C: 1.53452 -2.68638 1.39015  -0.1805
C: 3.48233 -2.44661 -0.92510  -0.1649
C: 1.95490 0.10196 0.04646  -0.6193
Si: 2.62070 1.06787 -1.41182  0.3291
C: 2.09621 0.33864 -3.06384  -0.1856
C: 1.94709 2.82564 -1.44375  -0.1971
C: 4.49658 1.14972 -1.38849  -0.1679
Si: 2.69890 0.56394 1.67948  0.3912
C: 4.29506 -0.31577 2.11061  -0.1598
C: 2.97639 2.40168 1.93973  -0.1717
C: 1.40615 0.13085 3.03486  -0.3184
C: 1.79018 -0.10989 4.35172  -0.0536
C: 0.83761 -0.35882 5.32579  -0.0385
C: -0.50163 -0.35159 4.96952  -0.0479
C: -0.82492 -0.09650 3.65111  -0.1484
N: 0.09574 0.12899 2.71040  -0.0666
H: 0.36676 -3.33629 -1.34416  0.0399
H: 0.60252 -1.92400 -2.37610  0.0176
H: -0.48769 -1.85237 -0.98123  -0.0149
H: 1.58097 -3.75694 1.16980  0.0419
H: 0.53009 -2.47578 1.76876  0.0243
H: 2.23661 -2.49010 2.20187  0.0188
H: 3.40373 -3.53073 -1.03886  0.0404
H: 4.33154 -2.24503 -0.26827  0.0305
H: 3.71778 -2.02914 -1.90593  0.0212
H: 1.00683 0.28800 -3.15777  0.0184
H: 2.49418 -0.65863 -3.25740  0.0220
H: 2.45661 0.99479 -3.86076  0.0403
H: 0.86436 2.83786 -1.60915  0.0015
H: 2.40118 3.36528 -2.27999  0.0389
H: 2.14754 3.39509 -0.53657  0.0139
H: 4.93876 0.15087 -1.38912  0.0282
H: 4.87480 1.67805 -0.50978  0.0223
H: 4.87252 1.67835 -2.26788  0.0396
H: 5.04161 -0.09397 1.34385  0.0349
H: 4.18887 -1.40010 2.16584  0.0276
H: 4.70155 0.03451 3.06235  0.0372
H: 3.71934 2.81510 1.25506  0.0299
H: 3.34091 2.56187 2.95809  0.0413
H: 2.05844 2.98465 1.82707  0.0262
H: 2.84179 -0.11019 4.60854  0.1064
H: 1.13402 -0.55514 6.34808  0.1174
H: -1.28269 -0.53637 5.69324  0.1115
H: -1.86057 -0.06914 3.33190  0.1054
N: -2.08937 0.22518 -0.97210  -0.0236
N: -2.89535 1.35624 -1.12035  -0.0774
C: -2.73830 2.48378 -0.38224  -0.8581
N: -3.65490 3.42700 -0.59742  0.1119
S: -1.51412 2.77531 0.74240  0.6063
H: -1.73499 -0.05931 -1.88190  0.1004
H: -2.62350 -0.54276 -0.57395  0.1086
H: -3.72234 1.25635 -1.69054  0.1575
H: -4.39700 3.32847 -1.27125  0.1237
H: -3.55758 4.31071 -0.12667  0.1098